The following is a quantum chemistry calculation of C6H16As4F24N2O2 as an isolated structure in a non-equilibrium geometry, from OMol25.

ORCA input file:
```
! wB97M-V def2-TZVPD RIJCOSX def2/J DEFGRID3
* xyz -2 1
F -23.40 0.85 10.89
H -16.44 3.30 12.24
As -18.06 4.60 15.51
F -21.48 -0.73 11.48
H -20.40 3.70 6.41
F -16.69 7.88 11.01
F -23.84 -1.57 11.45
As -23.03 -0.20 12.30
F -20.03 8.86 10.31
F -21.20 6.10 12.84
H -19.71 4.66 11.38
N -22.19 2.46 6.12
C -16.74 3.74 11.29
H -20.84 3.03 13.11
H -20.11 2.23 5.35
H -22.95 2.46 8.98
H -18.90 4.21 12.69
F -16.61 4.61 14.43
C -18.12 3.24 10.96
C -20.79 3.03 5.64
F -23.83 5.35 10.52
F -22.32 1.14 13.23
N -19.28 3.86 11.82
F -18.01 8.26 8.95
H -15.98 3.53 10.54
F -23.61 6.61 12.83
As -22.51 5.80 11.67
H -21.39 3.28 8.63
F -17.60 6.26 16.10
H -16.82 4.81 11.45
H -21.00 3.50 4.69
F -24.65 0.17 13.04
H -19.81 1.83 12.41
F -17.81 10.08 10.65
F -21.36 5.10 10.48
F -18.40 2.95 14.96
C -21.90 1.58 7.34
O -18.24 2.52 10.01
F -19.07 5.27 14.23
H -22.57 1.91 5.37
F -19.47 4.64 16.56
C -21.91 2.33 8.69
C -20.32 2.76 12.19
H -21.31 1.75 9.39
F -22.26 7.40 10.83
F -17.12 3.91 16.85
As -18.36 8.32 10.68
F -18.72 8.47 12.47
O -21.63 0.39 7.24
F -22.73 -1.32 13.71
F -22.85 4.27 12.51
F -18.89 6.62 10.75
H -21.06 2.58 11.41
H -22.88 3.19 6.14
*
```

As for the HOMO-LUMO gap: 8.51 eV. Its HOMO energy is -7.0 eV. The LUMO energy is 1.5 eV.

Löwdin atomic charge list, values in e, 5 entries: number 1, F, carries -0.299; number 2, H, carries 0.088; number 3, As, carries 0.856; number 4, F, carries -0.322; number 5, H, carries 0.110

The following is a quantum chemistry calculation of a 2-piece molecular cluster, C10H18NO overall in a non-equilibrium geometry, from OMol25.

ORCA input file:
```
! wB97M-V def2-TZVPD RIJCOSX def2/J DEFGRID3
* xyz 1 1
H 0.26 0.07 -1.04
H 1.13 -1.93 2.13
C 1.37 0.60 -3.22
C -1.03 -2.48 -1.05
H -1.55 1.61 -2.71
C 0.29 2.03 4.04
H -0.14 -1.66 3.43
H -1.30 -3.04 1.31
H -0.29 0.15 4.51
C 0.12 0.08 2.48
H 0.20 2.43 5.09
H -0.33 -3.22 -0.90
H -2.08 -2.86 -0.98
C -0.95 -1.93 1.39
H -0.40 2.70 -3.49
C 0.16 -1.42 2.47
C -0.70 -1.50 0.02
O 0.58 1.29 -2.16
C 0.10 0.67 1.29
H 2.07 0.06 -2.61
H -0.90 -1.96 -1.99
H 0.72 2.69 3.27
H 1.74 1.40 -3.86
C 0.18 0.72 3.76
H 0.82 -0.14 -3.88
N -0.12 -0.40 -0.15
H -0.06 1.71 0.98
C -0.50 2.09 -2.60
H -1.89 -1.36 1.84
H -0.82 2.87 -1.74
*
```

For the energy above the lowest of the compared OMol25 structures with the same formula, charge and spin, the calculation gives 96.15 kcal/mol. As for the HOMO-LUMO gap: 9.27 eV. Its HOMO energy is -12.8 eV. The LUMO energy is -3.5 eV.

Löwdin atomic charge list, values in e, 5 entries: number 1, H, carries 0.117; number 2, H, carries 0.159; number 3, C, carries -0.024; number 4, C, carries 0.024; number 5, H, carries 0.103

The following is a quantum chemistry calculation of C20H21BIrN6 as an isolated structure in a non-equilibrium geometry, from OMol25.

ORCA input file:
```
! wB97M-V def2-TZVPD RIJCOSX def2/J DEFGRID3
* xyz 2 6
H 3.22 -2.96 4.53
H -0.86 2.48 1.16
C -4.41 -0.29 -1.79
H 0.64 -2.86 3.52
H 2.89 -1.97 -3.60
H -0.75 -2.31 0.63
C -4.17 -1.33 -0.92
B 2.99 -0.02 0.77
N 1.35 -1.16 -0.79
H -0.72 3.32 -2.81
N 2.09 1.23 0.95
H 4.16 0.30 0.75
H 4.62 -1.23 2.86
H -2.85 -2.26 0.40
H -2.49 -0.99 2.05
H 4.43 -0.69 -1.68
C -2.96 -1.42 -0.26
H 3.48 2.84 1.06
C -1.90 -0.47 -0.44
H -1.58 0.49 2.52
H 1.17 4.37 1.30
C 2.59 -1.62 -2.61
N 1.47 -1.51 2.13
C 0.22 2.34 1.12
C 2.85 -2.38 3.68
C -3.68 1.70 -2.92
C -1.17 1.54 -1.69
H -0.19 1.50 -1.26
C -2.13 0.57 -1.38
C 1.53 -2.34 3.18
C 3.57 -1.52 2.86
N 2.72 -1.01 1.93
H -1.13 -1.10 3.22
H -4.65 1.77 -3.41
C -1.46 2.58 -2.59
C -1.50 -0.59 2.31
N 0.74 1.11 0.98
N 2.61 -0.71 -0.57
C 1.32 -1.71 -2.01
C 3.38 -0.98 -1.66
H -5.37 -0.24 -2.29
H 0.39 -2.14 -2.39
C 2.43 2.54 1.07
Ir -0.13 -0.88 0.78
C 1.26 3.29 1.18
C -2.72 2.66 -3.19
H -2.95 3.46 -3.88
C -3.41 0.66 -2.03
H -4.93 -2.08 -0.74
*
```

For the energy above the lowest of the compared OMol25 structures with the same formula, charge and spin, the calculation gives 78.15 kcal/mol. As for the HOMO-LUMO gap (alpha / beta): 3.56 / 2.84 eV. Its HOMO energy (alpha / beta) is -11.2 / -14.5 eV. As for the expectation value of S²: 8.7806. The LUMO energy (alpha / beta) is -7.6 / -11.6 eV.

Löwdin atomic charge list, values in e, 5 entries: number 1, H, carries 0.118; number 2, H, carries 0.119; number 3, C, carries 0.077; number 4, H, carries 0.121; number 5, H, carries 0.116

no.,energy (eV)
1,-322145.3331
2,-14188.8612
3,-33514.0016